[1]
Density functional theory data (the ωB97M-V functional and the def2-TZVPD basis) for a structure of composition C20H42Cl2O8PdSSi at a distorted geometry.

Values from the calculation:
Total charge: -2
Energy above the lowest of the compared OMol25 structures with the same formula, charge and spin: 0.630 eV
Electronic energy: -85043.47359 eV

CARTESIAN COORDINATES (ANGSTROEM)
Pd: -0.174 -0.438 -3.550
C: 2.759 -0.218 -4.322
O: 2.814 1.197 -4.146
C: 1.867 1.701 -3.211
C: 0.953 2.767 -3.852
O: -0.389 2.390 -4.092
C: -1.205 2.372 -2.927
C: -2.637 2.059 -3.343
O: -2.824 0.790 -3.923
C: -2.935 -0.304 -3.005
H: 3.232 -0.730 -3.476
H: 3.301 -0.448 -5.241
H: 1.712 -0.571 -4.427
H: 2.418 2.148 -2.376
H: 1.259 0.864 -2.795
H: 1.369 3.011 -4.832
H: 0.959 3.681 -3.235
H: -1.180 3.365 -2.443
H: -0.851 1.618 -2.212
H: -2.939 2.778 -4.110
H: -3.288 2.182 -2.462
H: -3.786 -0.127 -2.328
H: -2.021 -0.480 -2.393
H: -3.105 -1.189 -3.609
Cl: 1.006 -5.237 -2.966
C: 0.545 -4.607 -4.564
Cl: -0.511 -5.786 -5.387
C: -0.160 -3.171 -4.467
O: 0.348 -2.374 -5.277
O: -1.087 -3.088 -3.666
H: 1.448 -4.533 -5.157
C: -3.337 -0.126 2.729
C: -2.249 -1.184 2.957
C: -1.574 -0.969 4.317
C: -2.883 -2.576 2.915
O: -1.301 -1.156 1.911
Si: -0.082 -0.103 1.513
S: 0.310 -0.126 -0.473
O: -0.584 1.349 2.189
C: 0.069 2.597 2.349
C: 1.128 2.914 1.288
C: 0.730 2.623 3.734
C: -1.029 3.664 2.281
O: 1.199 -0.450 2.541
C: 2.207 -1.438 2.398
C: 3.309 -0.931 1.464
C: 1.637 -2.754 1.861
C: 2.779 -1.662 3.801
H: -4.063 -0.127 3.548
H: -3.853 -0.336 1.790
H: -2.868 0.851 2.652
H: -2.298 -1.058 5.131
H: -1.114 0.020 4.344
H: -0.787 -1.714 4.454
H: -3.678 -2.664 3.660
H: -2.122 -3.335 3.108
H: -3.295 -2.753 1.921
H: 1.997 2.267 1.412
H: 1.437 3.960 1.381
H: 0.730 2.729 0.293
H: 1.389 1.759 3.820
H: -0.028 2.563 4.521
H: 1.311 3.540 3.866
H: -1.527 3.603 1.312
H: -0.604 4.663 2.406
H: -1.772 3.489 3.064
H: 2.877 -0.747 0.480
H: 4.114 -1.666 1.378
H: 3.718 0.009 1.846
H: 1.274 -2.607 0.842
H: 0.793 -3.072 2.478
H: 2.403 -3.533 1.863
H: 3.120 -0.710 4.216
H: 3.617 -2.361 3.774
H: 2.002 -2.061 4.458

Atom charges from the Mulliken analysis, given in e for atoms 1 to 4: Pd -0.161; C -0.138; O -0.494; C 1.468

[2]
Density functional theory data (the ωB97M-V functional and the def2-TZVPD basis) for a cluster of 2 separate species, C20H42ClN2O in total at a distorted geometry.

Values from the calculation:
Total charge: +1
Electronic energy: -38963.69105 eV

CARTESIAN COORDINATES (ANGSTROEM)
C: 1.972 -1.538 -0.442
C: 0.386 -1.576 -0.656
C: 0.039 -3.020 -1.155
N: -1.315 -3.196 -1.757
N: -2.027 -2.028 -1.912
C: -2.906 -1.470 -1.120
C: -3.256 -2.109 0.237
C: -4.770 -2.581 0.126
C: -5.795 -1.396 0.266
Cl: -5.100 -3.402 -1.476
C: -3.460 -0.161 -1.794
C: -3.485 1.155 -0.905
C: -2.327 1.159 0.157
C: -3.593 2.472 -1.764
C: -2.257 3.272 -1.950
C: -2.578 0.035 -3.084
C: -1.821 -1.338 -3.199
O: -0.529 -1.294 -3.754
H: 2.418 -2.126 -1.283
H: 2.277 -1.920 0.553
H: 2.274 -0.482 -0.621
H: 0.166 -0.764 -1.377
H: -0.049 -1.420 0.359
H: 0.081 -3.696 -0.259
H: 0.820 -3.397 -1.860
H: -1.861 -3.933 -1.323
H: -2.662 -3.020 0.473
H: -3.220 -1.410 1.098
H: -5.011 -3.319 0.925
H: -5.313 -0.477 0.668
H: -6.288 -1.135 -0.702
H: -6.627 -1.670 0.959
H: -4.449 -0.477 -2.210
H: -4.438 1.084 -0.317
H: -2.555 0.518 1.048
H: -2.217 2.191 0.572
H: -1.356 0.802 -0.253
H: -3.999 2.280 -2.791
H: -4.364 3.113 -1.267
H: -1.540 2.819 -2.669
H: -1.715 3.502 -1.008
H: -2.542 4.264 -2.388
H: -3.087 0.259 -4.043
H: -1.725 0.759 -3.044
H: -2.422 -1.873 -3.979
H: -0.464 -2.092 -4.292
C: 2.769 0.927 2.970
C: 3.754 1.316 1.875
C: 5.055 0.513 1.930
C: 5.873 0.699 3.211
C: 6.276 2.143 3.511
C: 7.178 2.747 2.441
H: 3.175 1.111 3.965
H: 1.850 1.511 2.878
H: 2.505 -0.132 2.895
H: 3.963 2.388 1.931
H: 3.283 1.149 0.901
H: 5.668 0.774 1.063
H: 4.820 -0.552 1.820
H: 6.776 0.086 3.135
H: 5.315 0.303 4.065
H: 6.807 2.163 4.467
H: 5.390 2.770 3.643
H: 8.096 2.166 2.334
H: 7.455 3.768 2.711
H: 6.682 2.788 1.469

Atom charges from the Mulliken analysis, given in e for atoms 1 to 4: C -1.231; C 0.515; C -0.915; N -1.026